No. 1
# C44H46BF9N10O4SSeSiTi

C44H46BF9N10O4SSeSiTi as an isolated structure (the ωB97M-V functional and the def2-TZVPD basis, the Open Molecules 2025 dataset).

Element x y z (Å)
Se  -1.94  2.04  0.03
Ti  -0.02  0.41  0.68
S  -2.16  -1.88  1.22
Si  -0.28  0.51  -1.99
F  2.16  2.29  3.21
F  2.15  4.39  3.69
F  -0.75  5.13  0.72
F  1.69  4.52  -0.32
F  0.40  3.19  4.09
F  2.10  5.75  1.41
F  -1.44  4.04  2.46
F  3.16  3.88  1.14
F  -0.09  5.68  2.71
O  -3.43  -1.33  1.62
O  -1.39  -2.48  2.27
O  0.56  2.55  1.04
O  -1.36  -0.88  0.41
N  2.74  -0.18  1.74
N  3.46  -1.26  4.77
N  1.51  -2.34  1.77
N  -0.12  0.12  2.80
N  1.10  -2.10  0.51
N  3.13  -1.79  3.57
N  0.88  -0.57  3.44
N  -3.82  3.19  -2.00
N  2.14  0.43  0.69
N  -4.56  1.26  -1.42
C  3.07  -1.75  -4.54
C  4.30  1.00  0.74
C  -1.29  3.19  -5.09
C  -4.38  2.63  -3.12
C  4.06  -2.69  3.19
C  5.24  -1.49  6.44
C  0.73  -3.27  0.00
C  2.85  1.95  -1.16
C  -1.18  2.07  -4.28
C  1.39  3.38  3.20
C  -3.64  -5.93  -3.04
C  5.01  -2.77  4.17
C  -2.89  -5.37  -0.69
C  1.01  -0.52  -4.42
C  -0.15  4.48  -3.43
C  -2.58  -3.11  0.01
C  -0.64  -0.14  4.96
C  3.19  -1.66  -3.16
C  -2.54  -4.46  0.29
C  -4.85  1.41  -2.76
C  0.91  -4.29  0.95
C  4.04  0.16  1.80
C  -3.35  -3.58  -2.21
C  1.98  -1.18  -5.17
C  1.10  -0.41  -3.03
C  1.39  -3.65  2.07
C  0.57  -0.74  4.73
C  2.21  -1.00  -2.42
C  -1.05  0.40  3.74
C  -0.53  2.11  -3.05
C  -5.01  0.17  -0.59
C  -3.24  4.51  -1.90
C  0.85  3.65  1.75
C  -2.30  1.17  3.54
C  -0.76  4.40  -4.67
C  0.31  -3.44  -1.42
C  -3.91  2.35  -0.94
C  -3.00  -2.66  -1.24
C  3.09  1.15  0.07
C  -0.38  4.63  1.91
C  -3.29  -4.95  -1.96
C  4.59  -1.84  5.15
C  1.96  4.47  1.00
C  -0.05  3.35  -2.63
B  2.04  -1.21  2.66
H  -1.80  3.12  -6.05
H  2.92  1.34  -2.05
H  4.58  -1.71  7.28
H  5.89  -3.39  4.19
H  6.17  -2.06  6.57
H  -5.31  -0.67  -1.22
H  3.98  -3.22  2.25
H  -2.13  2.06  2.94
H  1.18  -3.52  -2.07
H  -0.28  -2.59  -1.76
H  -5.85  0.48  0.02
H  0.38  3.46  -1.64
H  1.86  2.39  -1.12
H  1.25  -1.23  5.39
H  -0.84  5.28  -5.31
H  3.59  2.75  -1.23
H  -0.29  -4.35  -1.53
H  -2.24  4.44  -1.49
H  -1.49  -0.24  -2.53
H  -5.35  0.66  -3.33
H  -1.17  -0.07  5.90
H  -3.66  -3.23  -3.19
H  -1.62  1.13  -4.61
H  -4.39  3.13  -4.07
H  0.17  -0.07  -4.93
H  0.70  -5.34  0.83
H  -2.69  1.48  4.51
H  4.04  -2.10  -2.66
H  -2.85  -6.43  -0.48
H  -4.66  -5.76  -3.40
H  5.24  1.47  0.49
H  3.83  -2.26  -5.13
H  2.31  -0.97  -1.35
H  1.64  -4.02  3.05
H  -2.97  -5.81  -3.90
H  0.25  5.43  -3.08
H  -3.56  -6.96  -2.69
H  5.48  -0.43  6.47
H  -3.04  0.56  3.04
H  -3.03  -1.59  -1.42
H  -2.22  -4.79  1.27
H  -3.84  5.12  -1.22
H  -4.21  -0.16  0.07
H  4.69  -0.19  2.58
H  -3.21  4.97  -2.88
H  1.87  -1.25  -6.25

Results
HOMO energy (spin up / spin down) (eV): -3.997 / -4.191
E_LUMO (spin up / spin down) (eV): 2.01 / 1.90
Relative energy (zero: lowest compared OMol25 entry of this formula, charge and spin) (kJ/mol): 392.37
Charge: -1
Gap between HOMO and LUMO (spin up / spin down) (eV): 6.005 / 6.092
Multiplicity: 2
E_tot (Ha): -7415.34149

No. 2
# C28H33N4OPtS3

C28H33N4OPtS3 as an isolated structure (the ωB97M-V functional and the def2-TZVPD basis, the Open Molecules 2025 dataset).

Element x y z (Å)
Pt  0.14  0.25  0.33
S  1.12  2.34  0.09
S  -0.83  -1.90  0.82
S  1.92  -0.46  1.61
O  -0.86  1.07  1.88
N  -1.34  0.91  -1.11
N  -2.55  -2.50  2.72
N  1.08  -0.59  -1.31
N  -1.24  -0.75  3.28
C  -1.61  -1.65  2.36
C  -2.15  4.35  -2.34
C  2.28  -2.73  -1.75
C  3.11  -3.75  -1.32
C  -0.42  1.30  4.18
C  2.35  -1.74  0.47
C  -1.26  2.37  -1.32
C  -2.69  0.53  -0.62
C  -3.06  -3.57  1.85
C  -2.28  -4.87  2.03
C  -0.72  0.92  5.49
C  1.99  0.30  -2.10
C  3.57  -3.76  -0.01
C  0.30  2.47  3.95
C  -4.34  -1.43  4.06
C  -1.00  0.20  -2.39
C  -0.20  3.09  -0.79
C  -0.84  0.47  3.04
C  -3.17  -2.41  4.05
C  -0.15  4.47  -1.02
C  1.89  -1.74  -0.85
C  0.44  2.85  6.31
C  -0.30  1.69  6.55
C  0.73  3.24  5.02
C  -1.12  5.09  -1.78
C  -0.08  -0.99  -2.17
C  3.19  -2.77  0.88
C  -2.22  2.99  -2.11
H  1.94  -2.71  -2.77
H  -2.73  -0.55  -0.52
H  -3.50  -3.41  4.31
H  -0.61  -1.80  -1.67
H  -2.75  -5.66  1.45
H  -4.11  -3.71  2.11
H  0.51  2.77  2.93
H  3.41  -4.52  -2.01
H  -4.77  -1.39  5.06
H  2.31  -0.25  -2.98
H  -0.54  0.93  -3.05
H  -3.46  0.86  -1.31
H  1.30  4.14  4.83
H  0.66  5.04  -0.59
H  0.27  -1.38  -3.13
H  2.85  0.55  -1.48
H  -2.84  0.99  0.36
H  -4.00  -0.43  3.79
H  -1.06  6.16  -1.95
H  1.49  1.22  -2.38
H  3.54  -2.79  1.90
H  0.77  3.46  7.15
H  -1.28  0.01  5.66
H  -2.28  -5.18  3.08
H  -2.90  4.84  -2.95
H  -0.53  1.40  7.57
H  -1.25  -4.75  1.70
H  4.22  -4.56  0.33
H  -3.02  2.42  -2.55
H  -3.02  -3.23  0.82
H  -2.40  -2.11  4.76
H  -1.92  -0.14  -2.88
H  -5.12  -1.74  3.37

Results
HOMO energy (eV): -10.627
E_LUMO (eV): -3.22
Relative energy (zero: lowest compared OMol25 entry of this formula, charge and spin) (kJ/mol): 0.00
Charge: +1
Gap between HOMO and LUMO (eV): 7.409
E_tot (Ha): -2694.78022